Computed, not measured: 8 unconnected molecules or ions with the total composition C76H90ClF3N12O2, with the ωB97M-V functional and the def2-TZVPD basis.

Properties
Kohn-Sham gap: 5.45 eV
LUMO level: -19.562 eV
Molar mass: 1296.08 g/mol
Calculated total energy: -4512.65021 a.u.
Net charge: +10

XYZ file:
```
184
C76H90ClF3N12O2 (the ωB97M-V functional and the def2-TZVPD basis)
C -0.93 -2.10 -1.16
O -0.64 -1.11 -0.08
O -0.16 -2.07 -2.21
C -0.95 -3.54 -0.51
F 0.17 -4.25 -0.68
F -1.20 -3.61 0.84
F -1.96 -4.23 -1.09
C -1.65 -0.15 0.25
C -1.00 1.19 0.67
H -0.47 1.77 -0.10
H -1.81 1.82 1.04
H -0.23 1.06 1.43
H -2.26 -0.53 1.08
H -2.34 0.10 -0.57
H -2.01 -1.91 -1.36
C -4.05 -0.49 -7.90
N -3.35 -1.59 -7.18
C -2.33 -2.23 -7.76
C -1.53 -3.08 -7.00
C -1.81 -3.29 -5.65
C -2.99 -2.75 -5.14
C -3.72 -1.89 -5.93
C -0.95 -4.23 -4.89
C 0.40 -4.41 -5.15
C 1.05 -5.54 -4.69
N 0.43 -6.45 -3.92
C -0.82 -6.21 -3.50
C -1.52 -5.14 -4.00
C 1.16 -7.69 -3.55
H -3.71 -0.44 -8.93
H -3.80 0.41 -7.33
H -5.13 -0.65 -7.97
H -2.14 -2.13 -8.82
H -0.70 -3.51 -7.53
H -3.34 -2.94 -4.14
H -4.62 -1.39 -5.58
H 0.96 -3.74 -5.79
H 2.11 -5.66 -4.85
H -1.21 -6.89 -2.75
H -2.55 -5.01 -3.69
H 2.01 -7.36 -2.94
H 1.55 -8.16 -4.44
H 0.55 -8.29 -2.87
C 2.55 8.63 3.21
N 1.57 7.59 3.57
C 1.99 6.36 3.94
C 1.10 5.37 4.28
C -0.26 5.69 4.25
C -0.68 6.92 3.75
C 0.26 7.87 3.40
C -1.25 4.76 4.86
C -2.09 5.29 5.85
C -2.87 4.47 6.61
N -2.81 3.14 6.41
C -1.96 2.59 5.54
C -1.18 3.38 4.72
C -3.67 2.23 7.25
H 2.15 9.58 3.57
H 2.72 8.72 2.14
H 3.51 8.48 3.70
H 3.03 6.15 3.73
H 1.44 4.35 4.43
H -1.71 7.19 3.55
H 0.05 8.86 3.04
H -2.00 6.33 6.13
H -3.43 4.78 7.48
H -1.90 1.51 5.46
H -0.57 2.98 3.92
H -2.94 1.65 7.81
H -4.28 1.56 6.65
H -4.20 2.88 7.94
C 1.26 -0.94 3.87
N 1.34 -2.40 4.11
C 0.69 -3.26 3.29
C 0.91 -4.61 3.48
C 1.81 -5.07 4.47
C 2.41 -4.15 5.31
C 2.20 -2.80 5.06
C 2.10 -6.52 4.73
C 2.02 -7.02 6.03
C 2.46 -8.32 6.25
N 2.85 -9.16 5.29
C 2.93 -8.67 4.02
C 2.45 -7.42 3.72
C 3.36 -10.52 5.58
H 0.39 -0.69 3.27
H 2.14 -0.62 3.32
H 1.22 -0.42 4.83
H 0.09 -2.76 2.55
H 0.58 -5.42 2.84
H 3.06 -4.32 6.16
H 2.66 -2.02 5.65
H 1.73 -6.43 6.88
H 2.50 -8.71 7.26
H 3.22 -9.39 3.26
H 2.60 -7.10 2.70
H 2.61 -11.28 5.36
H 3.64 -10.59 6.63
H 4.30 -10.63 5.05
C -9.91 4.98 0.85
N -8.85 3.92 0.88
C -9.16 2.71 1.38
C -8.30 1.65 1.25
C -7.00 1.86 0.77
C -6.68 3.13 0.28
C -7.65 4.11 0.30
C -6.07 0.69 0.67
C -5.89 -0.01 -0.53
C -5.35 -1.28 -0.50
N -5.00 -1.86 0.65
C -5.12 -1.20 1.82
C -5.57 0.11 1.84
C -4.81 -3.35 0.70
H -9.54 5.86 0.35
H -10.21 5.21 1.87
H -10.76 4.52 0.35
H -10.16 2.58 1.79
H -8.60 0.67 1.59
H -5.79 3.21 -0.32
H -7.54 5.06 -0.21
H -6.23 0.45 -1.45
H -5.17 -1.86 -1.39
H -4.81 -1.73 2.71
H -5.77 0.59 2.79
H -3.86 -3.50 1.21
H -4.53 -3.66 -0.30
H -5.70 -3.84 1.08
C 2.66 -2.29 -0.66
N 3.21 -0.94 -0.83
C 4.54 -0.73 -0.95
C 5.06 0.52 -1.06
C 4.23 1.64 -0.82
C 2.85 1.39 -0.66
C 2.37 0.10 -0.67
C 4.88 2.96 -0.61
C 4.33 4.01 0.13
C 5.03 5.18 0.32
N 6.14 5.47 -0.40
C 6.64 4.55 -1.22
C 6.06 3.29 -1.27
C 6.81 6.78 -0.18
H 3.48 -2.90 -0.29
H 2.26 -2.74 -1.57
H 1.87 -2.24 0.08
H 5.10 -1.66 -0.89
H 6.11 0.73 -1.14
H 2.20 2.24 -0.52
H 1.32 -0.15 -0.67
H 3.39 3.86 0.66
H 4.67 5.92 1.02
H 7.44 4.75 -1.91
H 6.57 2.59 -1.92
H 7.89 6.63 -0.07
H 6.52 7.20 0.78
H 6.63 7.45 -1.02
C 6.17 -1.70 -5.76
N 5.20 -0.76 -5.18
C 4.03 -1.18 -4.65
C 3.07 -0.30 -4.21
C 3.24 1.08 -4.40
C 4.47 1.48 -4.94
C 5.42 0.55 -5.31
C 2.21 2.07 -4.00
C 0.86 1.76 -3.85
C -0.06 2.73 -3.54
N 0.32 4.00 -3.35
C 1.63 4.33 -3.34
C 2.56 3.40 -3.72
C -0.66 5.03 -3.01
H 7.01 -1.17 -6.19
H 5.69 -2.37 -6.48
H 6.54 -2.39 -5.00
H 3.93 -2.24 -4.43
H 2.18 -0.61 -3.67
H 4.68 2.54 -4.96
H 6.41 0.91 -5.58
H 0.47 0.77 -4.08
H -1.12 2.52 -3.43
H 1.81 5.36 -3.06
H 3.58 3.73 -3.84
H -0.68 5.19 -1.92
H -1.69 4.71 -3.18
H -0.43 5.99 -3.46
Cl 2.32 2.23 2.64
```

Here are the Mulliken charges for atoms 1 to 8, given in e: -0.085 0.577 -0.505 0.622 -0.280 -0.279 -0.201 0.190


Computed, not measured: a molecular structure, C23H44Br6O15S3, with the ωB97M-V functional and the def2-TZVPD basis.

Properties
Kohn-Sham gap: 8.71 eV
LUMO level: -0.901 eV
Molar mass: 1136.21 g/mol
Calculated total energy: -18669.82619 a.u.

XYZ file:
```
91
C23H44Br6O15S3 (the ωB97M-V functional and the def2-TZVPD basis)
O -0.88 1.87 -4.61
C -1.57 2.85 -4.94
O -1.70 3.98 -4.10
C -2.51 4.97 -4.69
C -2.65 4.58 -6.12
C -2.29 3.07 -6.23
H -2.01 5.93 -4.56
H -3.50 4.89 -4.23
H -1.97 5.23 -6.66
H -3.65 4.74 -6.52
H -1.58 2.84 -7.03
H -3.15 2.44 -6.04
O 1.17 -7.62 4.25
C 1.96 -7.25 3.37
O 3.14 -6.58 3.72
C 3.77 -6.15 2.51
C 3.21 -7.05 1.42
C 1.84 -7.51 1.89
H 4.83 -6.37 2.64
H 3.56 -5.11 2.26
H 3.80 -7.95 1.23
H 3.08 -6.51 0.48
H 1.67 -8.58 1.77
H 1.09 -6.84 1.48
O -6.31 -4.29 5.53
C -5.09 -4.14 5.75
O -4.25 -4.85 6.55
C -2.91 -4.34 6.56
C -2.92 -3.45 5.24
C -4.38 -2.97 5.16
H -2.06 -5.02 6.60
H -2.85 -3.73 7.46
H -2.72 -4.04 4.35
H -2.32 -2.56 5.40
H -4.63 -2.80 4.11
H -4.64 -2.19 5.88
O -2.33 -1.69 0.75
S -1.18 -2.21 -0.04
O -0.31 -3.19 0.62
O -1.62 -2.76 -1.57
C -0.62 -3.08 -2.44
C -0.63 -4.58 -2.75
C -0.19 -0.72 -0.48
H 0.32 -2.81 -1.96
H -0.68 -2.49 -3.36
H 0.11 -4.84 -3.51
H -1.62 -4.84 -3.15
H -0.31 -5.12 -1.86
H 0.58 -0.96 -1.21
H 0.23 -0.37 0.47
H -0.85 0.03 -0.92
O 1.42 8.92 1.23
S 0.08 8.65 1.72
O -1.05 9.55 1.50
O -0.40 7.12 1.27
C -1.55 6.53 1.82
C -1.91 5.49 0.78
C 0.20 8.25 3.59
H -2.31 7.30 1.91
H -1.40 6.11 2.82
H -2.72 4.84 1.10
H -0.98 4.92 0.68
H -2.21 6.02 -0.12
H 0.80 7.36 3.79
H -0.86 8.38 3.83
H 0.68 9.07 4.12
O 3.57 3.93 3.74
S 4.54 2.83 3.48
O 4.25 1.80 2.46
O 6.06 3.55 3.21
C 7.08 2.63 2.90
C 8.32 3.41 2.40
C 4.89 2.06 5.14
H 6.84 1.84 2.19
H 7.30 2.13 3.84
H 8.61 4.24 3.05
H 8.18 3.78 1.38
H 9.21 2.78 2.39
H 3.97 1.75 5.63
H 5.26 2.93 5.68
H 5.66 1.30 4.96
C -1.19 -0.86 -9.99
Br 0.33 -1.98 -10.64
Br -1.65 -1.54 -8.17
Br -2.70 -0.78 -11.36
H -0.83 0.16 -9.84
C -5.28 -4.81 -8.28
Br -5.06 -5.82 -6.58
Br -6.18 -3.11 -7.83
Br -6.18 -6.00 -9.54
H -4.28 -4.62 -8.68
```

Here are the Mulliken charges for atoms 1 to 8, given in e: -0.622 0.354 -0.322 -0.297 -0.601 -0.113 0.293 0.239


Computed, not measured: 2 unconnected molecules or ions with the total composition CH2ClF3Si, with the ωB97M-V functional and the def2-TZVPD basis.

Properties
Kohn-Sham gap (alpha / beta): 8.61 / 6.74 eV
LUMO level (alpha / beta): -1.194 / -1.449 eV
Molar mass: 134.56 g/mol
Calculated total energy: -1088.48593 a.u.

XYZ file:
```
8
CH2ClF3Si (the ωB97M-V functional and the def2-TZVPD basis)
C -0.98 0.58 -1.01
F -0.80 -0.22 -2.08
F -1.04 1.93 -1.39
F -2.23 0.38 -0.54
Si 1.06 -0.52 1.22
Cl 2.57 0.18 0.26
H 1.08 -0.46 2.66
H 0.36 -1.86 0.87
```

Atomic charges from the Mulliken analysis, expressed in e, are listed below: 0.290 -0.176 -0.224 -0.191 0.469 -0.084 -0.056 -0.029


Computed, not measured: 2 unconnected molecules or ions with the total composition C5H7BrS, with the ωB97M-V functional and the def2-TZVPD basis.

Properties
Kohn-Sham gap (alpha / beta): 5.51 / 5.51 eV
LUMO level (alpha / beta): -2.467 / -2.467 eV
Molar mass: 179.08 g/mol
Calculated total energy: -3166.78316 a.u.

XYZ file:
```
14
C5H7BrS (the ωB97M-V functional and the def2-TZVPD basis)
C -2.03 1.16 0.26
C -0.72 1.04 0.34
C -2.83 2.22 -0.01
C 1.45 -0.33 -0.46
C 0.06 -0.30 0.37
S -4.18 2.94 0.04
Br -3.90 -1.51 -0.03
H -2.84 0.35 0.17
H -0.13 2.03 0.20
H 0.98 -0.38 -1.43
H 1.88 -1.32 -0.27
H 2.26 0.39 -0.30
H 0.23 -0.56 1.36
H -0.67 -1.02 -0.07
```

Here are the Mulliken charges for atoms 1 to 8, given in e: 0.451 0.150 0.197 -1.076 -0.375 -0.139 -0.663 -0.467


Computed, not measured: a single C28H35N3O4 molecule, with the ωB97M-V functional and the def2-TZVPD basis.

Properties
Kohn-Sham gap: 8.26 eV
LUMO level: 0.180 eV
Molar mass: 477.60 g/mol
Calculated total energy: -1552.18483 a.u.
SMILES: COc1ccc(CCNC(=O)C2CCN(Cc3nc(-c4ccccc4C)oc3C)CC2)cc1OC

XYZ file:
```
70
C28H35N3O4 (the ωB97M-V functional and the def2-TZVPD basis)
C -1.05 0.22 3.07
O -1.18 -1.16 3.33
C -0.33 -1.97 2.39
C -0.71 -3.28 2.25
C 0.14 -4.30 1.62
C 1.30 -3.90 0.79
C 1.90 -4.92 -0.07
C 0.72 -5.17 -1.20
N 0.49 -3.98 -1.80
C 0.97 -3.40 -2.97
O 1.99 -4.05 -3.50
C 0.67 -1.94 -3.05
C -0.13 -1.29 -2.05
C -0.69 0.12 -2.40
N 0.83 0.95 -2.30
C 0.75 2.35 -2.29
C 0.38 2.87 -1.11
N -0.68 2.66 -0.34
C -1.05 3.13 0.65
C -1.96 3.16 1.72
C -1.62 3.62 3.03
C -2.54 3.98 3.95
C -3.71 3.23 3.75
C -4.14 2.73 2.35
C -3.16 2.73 1.30
C -3.63 1.93 0.08
O 0.26 3.60 1.23
C 1.14 3.47 -0.11
C 2.32 4.06 0.06
C 1.78 0.50 -3.56
C 1.88 -1.16 -3.07
C 1.32 -2.62 0.77
C 0.71 -1.69 1.55
O 1.14 -0.24 1.60
C 2.15 0.00 0.92
H -1.33 0.55 2.02
H -0.06 0.59 3.28
H -1.65 0.58 3.86
H -1.39 -3.67 3.27
H -0.16 -5.29 1.70
H 2.78 -4.36 -0.51
H 2.05 -5.82 0.43
H 0.05 -5.69 -1.05
H 1.46 -5.64 -2.08
H -0.05 -3.49 -1.32
H 0.13 -1.81 -4.16
H 0.04 -1.28 -1.21
H -1.21 -1.64 -2.14
H -0.91 0.39 -3.31
H -0.86 0.89 -1.47
H 0.00 2.70 -3.18
H 1.81 2.72 -2.58
H -0.78 4.15 3.15
H -2.52 4.29 4.89
H -4.65 3.27 4.41
H -5.34 2.35 2.24
H -3.05 1.31 -0.02
H -3.28 2.86 -0.74
H -4.61 2.01 0.02
H 2.65 5.07 -0.44
H 2.93 4.15 1.06
H 3.27 3.31 -0.41
H 1.19 0.49 -4.35
H 2.59 0.90 -3.48
H 2.63 -1.25 -2.25
H 2.68 -1.43 -3.96
H 2.14 -2.29 0.10
H 2.26 1.04 1.06
H 3.06 -0.30 0.75
H 1.88 0.10 -0.18
```

Here are the Mulliken charges for atoms 1 to 8, given in e: -0.495 -0.525 0.768 -0.931 -0.552 -0.413 -1.046 -1.476